(1)
{"formula": "C6H16O2", "method": "ωB97M-V with the def2-TZVPD basis set", "e_lumo_ev": 0.681, "e_homo_ev": -10.1, "smiles": "CC(C)CCCO.O", "spin_multiplicity": 1, "orbital_gap_ev": 10.7, "e_tot_ha": -388.6008, "symbols": ["C", "C", "C", "C", "C", "C", "O", "H", "H", "H", "H", "H", "H", "H", "H", "H", "H", "H", "H", "H", "H", "O", "H", "H"], "coordinates": [[0.4263, 1.6012, 1.2809], [0.7576, 0.1662, 0.9035], [0.8000, -0.6074, 2.0780], [-0.4471, -0.4620, 0.0516], [0.1879, -1.5074, -0.8237], [0.9152, -0.9373, -2.1292], [0.0427, -0.5836, -3.0877], [1.1547, 1.9421, 2.0552], [-0.5256, 1.5458, 1.7783], [0.3014, 2.4163, 0.5667], [1.5846, 0.2404, 0.0806], [0.7052, 0.0053, 3.0872], [1.8240, -1.1352, 2.3174], [-0.0575, -1.3673, 2.2041], [-0.9380, 0.2958, -0.5951], [-1.3001, -0.8754, 0.5730], [1.1047, -1.8916, -0.3399], [-0.3795, -2.3803, -1.0789], [1.5500, -0.0414, -1.8563], [1.6909, -1.6188, -2.6287], [-0.7271, -1.1761, -2.9964], [-2.9219, 2.5059, -0.5385], [-2.5953, 1.7990, -1.1593], [-3.1533, 2.0657, 0.2572]], "forces_ev_per_a": [[0.357, 0.833, 1.206], [-2.019, 2.693, -5.523], [2.007, -3.451, 6.741], [0.531, 1.340, -1.425], [3.241, -0.029, -1.435], [2.234, -0.673, 1.833], [-2.821, 0.614, -1.768], [-0.420, -0.093, -0.562], [-0.572, 0.165, 0.526], [0.349, -0.517, -0.605], [-0.794, -0.720, 2.213], [0.075, -0.776, -2.086], [-1.934, 0.581, -0.722], [1.617, 0.897, -0.387], [0.521, -0.060, 0.130], [0.194, -0.093, 0.896], [-0.621, -0.301, 0.501], [-0.682, -0.373, -0.270], [-0.834, -0.664, -0.124], [-0.907, 0.103, 1.267], [0.466, 0.508, -0.398], [0.828, -0.364, -2.142], [-0.529, 1.093, 1.062], [-0.286, -0.713, 1.072]], "lowdin_charge": [-0.0961, -0.4662, -0.1503, -0.1907, -0.1854, -0.3199, -0.0642, 0.0875, 0.0663, 0.0784, 0.1513, 0.1128, 0.1148, 0.1062, 0.0971, 0.1036, 0.1105, 0.1002, 0.1165, 0.1294, 0.1041, -0.0629, 0.0531, 0.0041]}

=====

(2)
{"formula": "C6H16O3", "method": "ωB97M-V with the def2-TZVPD basis set", "e_lumo_ev": 0.739, "e_homo_ev": -9.6, "smiles": "CCC(C)(O)O.CCO", "spin_multiplicity": 1, "orbital_gap_ev": 10.3, "e_tot_ha": -463.9120, "symbols": ["C", "C", "C", "C", "O", "O", "H", "H", "H", "H", "H", "H", "H", "H", "H", "H", "C", "C", "O", "H", "H", "H", "H", "H", "H"], "coordinates": [[-0.7323, -2.5871, 0.7599], [-0.6453, -1.0862, 1.0041], [-1.2685, -0.0691, -0.1141], [-2.6962, -0.4731, -0.4540], [-0.3517, -0.1757, -1.1832], [-1.2886, 1.2227, 0.3796], [-0.1770, -3.1187, 1.5298], [-0.2867, -2.8318, -0.2086], [-1.7636, -2.9295, 0.7794], [0.3870, -0.7851, 1.1971], [-1.1826, -0.8266, 1.9164], [-3.0798, 0.2202, -1.2016], [-2.7306, -1.4820, -0.8588], [-3.3134, -0.4359, 0.4404], [-0.7436, -1.0348, -1.5458], [-0.4592, 1.6855, 0.1488], [2.6357, 1.0753, 0.3447], [2.3434, 2.2156, -0.6253], [0.9730, 2.2969, -0.9638], [3.6919, 1.0672, 0.6077], [2.3790, 0.1177, -0.1088], [2.0554, 1.1993, 1.2583], [2.5923, 3.1792, -0.1729], [2.9485, 2.0937, -1.5351], [0.7128, 1.4620, -1.3941]], "forces_ev_per_a": [[0.053, 0.549, -0.384], [-1.017, 1.397, 0.044], [0.946, -1.492, 2.835], [0.422, 0.289, -0.400], [-1.756, -1.957, -1.646], [0.139, 0.237, -0.136], [0.009, -0.082, -0.007], [-0.021, -0.221, 0.028], [-0.067, -0.134, -0.047], [-0.014, 0.091, -0.327], [-0.095, -0.114, 0.186], [-0.129, 0.018, 0.030], [-0.035, -0.167, -0.026], [0.015, 0.058, 0.015], [1.605, 1.636, -0.198], [-0.119, -0.091, 0.091], [-0.056, 0.271, -0.164], [0.362, -0.117, 0.154], [-0.403, -0.337, -0.186], [0.090, -0.040, 0.014], [0.003, -0.047, 0.022], [-0.041, -0.026, 0.041], [0.049, -0.108, -0.078], [-0.048, 0.102, 0.127], [0.108, 0.286, 0.011]], "lowdin_charge": [-0.1038, -0.1602, -0.6481, -0.0001, -0.0267, 0.0231, 0.0720, 0.0713, 0.0673, 0.0932, 0.1071, 0.0950, 0.0789, 0.0975, 0.1348, 0.0776, -0.0857, -0.3030, -0.0962, 0.0721, 0.0680, 0.0749, 0.1141, 0.1128, 0.0642]}

=====

(3)
{"formula": "C6H16O3", "method": "ωB97M-V with the def2-TZVPD basis set", "e_lumo_ev": 0.884, "e_homo_ev": -8.7, "spin_multiplicity": 1, "orbital_gap_ev": 9.6, "e_tot_ha": -463.8183, "symbols": ["C", "C", "C", "C", "O", "O", "H", "H", "H", "H", "H", "H", "H", "H", "H", "H", "C", "C", "O", "H", "H", "H", "H", "H", "H"], "coordinates": [[-1.3544, 0.1111, -0.3328], [-0.5425, -1.2161, 0.9217], [-2.7582, -0.3926, -0.5111], [-0.7601, -2.7204, 0.7962], [-0.4799, -0.0562, -1.3713], [-1.3109, 1.2901, 0.2959], [-0.3229, -0.9293, -0.5639], [-0.4653, 1.7556, 0.0688], [0.5045, -0.9547, 1.1177], [-1.1022, -0.8139, 1.7637], [-3.2220, 0.2396, -1.2726], [-2.7557, -1.4187, -0.8681], [-3.3252, -0.3140, 0.4145], [-0.4107, -3.2473, 1.6888], [-0.2159, -3.1304, -0.0589], [-1.8169, -2.9581, 0.6632], [2.2945, 2.2539, -0.5821], [2.6976, 1.0550, 0.2651], [0.9027, 2.2596, -0.9028], [0.6758, 1.4615, -1.4212], [2.4785, 3.1851, -0.0437], [2.8851, 2.2828, -1.5052], [3.7589, 1.1051, 0.5178], [2.5200, 0.1217, -0.2734], [2.1251, 1.0306, 1.1940]], "forces_ev_per_a": [[0.071, -0.624, 1.474], [-0.746, 0.669, 0.104], [0.088, 0.124, -0.142], [0.045, 0.086, -0.195], [0.241, -1.517, 0.603], [0.080, 0.088, -0.119], [0.363, 1.381, -1.611], [-0.142, -0.171, 0.047], [-0.009, 0.043, -0.211], [-0.035, -0.043, 0.035], [-0.035, -0.020, 0.025], [0.013, -0.011, -0.006], [0.037, 0.015, -0.001], [-0.028, 0.035, -0.051], [-0.041, -0.083, 0.030], [0.029, -0.012, 0.016], [-0.037, -0.087, -0.001], [-0.051, 0.099, -0.055], [0.127, -0.063, -0.083], [0.109, 0.093, 0.135], [-0.005, -0.050, -0.024], [-0.053, 0.012, 0.064], [-0.029, 0.006, -0.020], [0.003, 0.018, -0.002], [0.005, 0.011, -0.012]], "lowdin_charge": [-0.6230, -0.1694, 0.0051, -0.1356, -0.0891, 0.0754, 0.1489, 0.0935, 0.0814, 0.0934, 0.1003, 0.0845, 0.0962, 0.0701, 0.0724, 0.0636, -0.2852, -0.0866, -0.1086, 0.0679, 0.1130, 0.1127, 0.0741, 0.0721, 0.0728]}

=====

(4)
{"formula": "C6H17BrOPS", "method": "ωB97M-V with the def2-TZVPD basis set", "e_lumo_ev": -4.350, "e_homo_ev": -13.1, "spin_multiplicity": 1, "orbital_gap_ev": 8.8, "charge": 1, "e_tot_ha": -3627.1987, "symbols": ["C", "C", "C", "Br", "S", "P", "C", "C", "C", "H", "H", "H", "H", "H", "H", "H", "H", "H", "H", "H", "H", "H", "H", "H", "O", "H", "H"], "coordinates": [[-1.6820, -2.0628, 1.4200], [-2.2831, -0.5563, 1.1676], [-1.1485, 0.6002, 0.8856], [-2.1252, 2.3767, 1.1152], [-0.3866, 0.4655, -0.8589], [0.7204, -1.4075, -1.0396], [1.2954, -1.6738, -2.8558], [2.3300, -1.2710, 0.0495], [2.8662, 0.2764, -0.0469], [-1.7067, -2.6091, 0.3620], [-2.3419, -2.6482, 2.2080], [-0.5277, -2.0405, 1.7195], [-2.8446, -0.2492, 2.1652], [-2.9872, -0.5904, 0.2252], [-0.2881, 0.5340, 1.7054], [0.5423, 1.5514, -0.9266], [2.1101, -0.8921, -3.1770], [1.7934, -2.7507, -2.9494], [0.3117, -1.6225, -3.5300], [1.9771, -1.5418, 1.1570], [3.1603, -2.0279, -0.3451], [2.7600, 0.6814, -1.1485], [2.2588, 1.0264, 0.6546], [3.9783, 0.2920, 0.3510], [-2.3531, 5.5575, 0.8259], [-2.3115, 4.6462, 0.4992], [-3.1178, 5.9361, 0.3669]], "forces_ev_per_a": [[0.430, -0.130, -1.181], [0.241, -0.433, 0.039], [-0.109, -0.978, 2.298], [1.240, -1.745, -0.404], [0.602, 1.549, -0.142], [1.138, -2.274, 0.391], [0.146, 0.715, -0.925], [-0.077, 1.162, 0.252], [0.353, 0.082, 0.765], [-0.002, 0.919, 2.537], [1.551, 1.314, -1.700], [-2.627, -0.043, -0.295], [1.113, -0.266, -2.414], [1.118, 0.261, 2.149], [-1.841, 0.361, -1.944], [-1.146, -1.079, 0.478], [-1.721, -1.482, 0.382], [-1.303, 2.248, 0.571], [2.377, -0.105, 1.373], [1.007, 0.485, -2.485], [-2.050, 1.571, 0.805], [0.615, -0.845, 2.157], [1.213, -1.799, -1.437], [-2.269, 0.217, -1.115], [-0.306, -0.304, -0.268], [0.072, 0.603, -0.069], [0.234, -0.006, 0.184]], "lowdin_charge": [-0.1534, -0.3291, -0.8668, 0.7581, 0.7058, 0.7052, -0.3259, -0.4156, -0.2107, 0.0680, 0.1029, 0.0708, 0.1259, 0.1266, 0.1080, 0.0061, 0.0598, 0.0880, 0.0753, 0.0902, 0.1158, 0.0712, 0.0793, 0.1005, -0.0942, -0.1101, 0.0481]}

=====

(5)
{"formula": "C6H17ClN2Si", "method": "ωB97M-V with the def2-TZVPD basis set", "e_lumo_ev": 0.631, "e_homo_ev": -7.6, "spin_multiplicity": 1, "orbital_gap_ev": 8.2, "e_tot_ha": -1097.9158, "symbols": ["C", "C", "C", "C", "C", "C", "N", "N", "Si", "Cl", "H", "H", "H", "H", "H", "H", "H", "H", "H", "H", "H", "H", "H", "H", "H", "H", "H"], "coordinates": [[3.4853, 0.4701, -0.4947], [-1.7978, -0.7928, -1.4939], [1.5904, -1.4166, 1.2170], [-2.9908, 1.4078, 0.5117], [2.1013, -0.1549, -0.7114], [-2.2337, -0.8912, 0.0033], [1.2558, -0.2132, 0.5109], [-2.2206, 0.2573, 0.8004], [0.1199, 1.0209, 0.9005], [0.2060, 2.4294, -0.5446], [3.2654, 1.4071, -0.1304], [3.8081, -0.1436, 0.3772], [4.0192, 0.3014, -1.3171], [-0.8223, -0.4412, -1.5045], [-1.6935, -1.6699, -1.9287], [-2.4200, -0.0029, -2.0075], [2.6328, -1.4797, 1.3829], [1.0635, -1.2857, 2.1365], [1.1293, -2.2146, 0.7670], [-2.8408, 2.1736, 1.1504], [-2.9290, 1.7759, -0.4633], [-4.1133, 1.3079, 0.5414], [1.6640, 0.4098, -1.4208], [2.0694, -1.1106, -1.0430], [-3.2207, -1.2683, -0.0084], [-1.6400, -1.6687, 0.5481], [0.5121, 1.7928, 2.2209]], "forces_ev_per_a": [[-3.169, -3.557, 4.304], [-1.852, 4.669, 2.833], [-1.360, 2.510, 1.632], [-2.464, -2.151, -1.644], [0.153, 1.594, 2.634], [1.128, -1.139, -1.092], [0.531, 1.550, -1.386], [3.931, 1.701, 2.216], [-1.799, -1.147, 1.026], [-0.034, 0.508, -0.452], [0.292, 2.488, 0.246], [0.879, 0.668, -0.612], [2.616, -0.005, -3.125], [2.100, 1.161, 0.037], [-0.505, -4.282, -2.350], [0.487, -1.255, 0.171], [1.047, -0.474, 0.170], [0.060, -0.499, 1.314], [-0.513, -2.388, -1.311], [0.991, 2.445, 2.305], [0.772, 0.889, -2.025], [0.575, -0.890, 0.482], [-1.921, 1.846, -2.460], [0.634, -3.104, -1.337], [-1.543, -0.573, 0.110], [-0.230, 0.429, -0.627], [-0.809, -0.993, -1.057]], "lowdin_charge": [-0.0268, -0.0642, -0.1115, -0.2438, -0.3038, -0.3664, -0.3243, -0.1965, 0.3492, 0.3512, 0.0467, 0.0840, 0.0364, 0.0045, 0.0119, 0.0996, 0.0740, 0.0760, 0.0611, 0.0274, 0.0328, 0.1011, 0.0256, 0.0829, 0.0887, 0.1068, -0.0227]}

=====

(6)
{"formula": "C6H17FOP", "method": "ωB97M-V with the def2-TZVPD basis set", "e_lumo_ev": 3.787, "e_homo_ev": -3.3, "spin_multiplicity": 1, "orbital_gap_ev": 7.1, "charge": -1, "e_tot_ha": -755.1443, "symbols": ["C", "C", "O", "C", "C", "P", "C", "C", "F", "H", "H", "H", "H", "H", "H", "H", "H", "H", "H", "H", "H", "H", "H", "H", "H", "H"], "coordinates": [[-1.6871, -1.6959, 1.2906], [-1.7780, -1.8117, -0.2102], [-2.5212, -0.7445, -0.7717], [-1.7616, 0.2058, -1.5174], [-0.6749, 0.9750, -0.7817], [1.1521, 0.2837, -0.8919], [1.7845, 1.5308, 0.4744], [2.2714, 0.8599, 1.7279], [2.8953, 2.2505, -0.0577], [-1.1505, -2.5366, 1.7249], [-1.1803, -0.7896, 1.5976], [-2.6910, -1.6900, 1.7062], [-0.7998, -1.9131, -0.6719], [-2.3315, -2.7300, -0.4223], [-2.5033, 0.9176, -1.8754], [-1.3370, -0.2637, -2.4074], [-0.6191, 1.9459, -1.2722], [-0.9980, 1.1793, 0.2368], [1.4714, 1.3028, -1.9153], [2.5405, -0.2129, -1.0080], [0.8821, -0.7177, 0.1541], [0.7499, -0.6765, -1.9323], [1.0432, 2.2956, 0.6994], [3.3010, 0.5576, 1.5664], [2.2413, 1.5150, 2.5977], [1.7008, -0.0371, 1.9595]], "forces_ev_per_a": [[0.000, 0.105, 0.228], [-0.252, -0.246, -0.084], [0.125, 0.045, 0.056], [-0.071, 0.365, 0.041], [0.011, -0.308, -0.143], [0.300, 0.238, -0.128], [0.068, -0.135, -0.317], [0.069, 0.025, 0.215], [-0.058, 0.076, 0.018], [0.113, -0.179, -0.031], [0.136, 0.200, -0.022], [-0.197, 0.049, 0.126], [0.220, 0.199, -0.056], [-0.068, -0.131, -0.203], [-0.289, -0.022, -0.047], [0.148, -0.272, -0.120], [0.148, 0.262, -0.099], [-0.051, -0.101, 0.340], [-0.056, 0.032, -0.004], [0.037, -0.047, 0.102], [-0.117, -0.129, 0.133], [-0.113, -0.051, -0.030], [-0.203, 0.119, -0.044], [0.210, -0.130, -0.022], [0.074, 0.114, 0.139], [-0.184, -0.081, -0.051]], "lowdin_charge": [-0.0973, -0.3046, -0.1735, -0.3081, -0.3550, 0.3721, -0.5293, -0.1380, -0.1610, 0.0679, 0.0523, 0.0648, 0.0820, 0.1038, 0.0975, 0.0893, 0.0525, 0.0585, -0.0433, -0.0559, -0.0504, -0.0654, 0.0830, 0.0635, 0.0542, 0.0400]}

=====

Question: What is the formula in the fourth record?
Answer: C6H17BrOPS